1.
This record from the OMol25 dataset describes a cluster of 10 separate species, C46H80N10 in total at a distorted geometry. The level of theory is ωB97M-V with the def2-TZVPD basis set.

ORCA input file:
```
! wB97M-V def2-TZVPD RIJCOSX def2/J DEFGRID3
* xyz 0 1
N 3.949 -4.680 1.928
N -4.822 3.302 -2.656
N -6.431 2.751 -0.143
N 1.072 5.089 -1.298
N 6.192 -0.803 -3.391
N -0.755 -5.850 2.546
N -4.923 1.339 4.784
N 0.353 0.648 5.221
N 1.088 -0.100 -4.202
N -0.159 2.291 0.473
C -5.202 2.678 0.682
C 0.594 5.321 -0.027
C -3.279 0.644 3.574
C -0.037 0.041 -3.435
C -4.331 0.200 4.340
C -4.405 2.410 4.135
C -6.924 1.411 -0.591
C -8.032 1.551 -1.679
C -3.323 2.036 3.406
C 0.736 0.364 3.893
C -0.824 5.347 -0.118
C -3.713 4.044 -4.481
C 1.675 -1.279 -3.897
C -0.204 -1.061 -2.690
C -4.864 4.194 -3.719
C 4.940 -0.565 -2.756
C 6.021 -1.334 -4.751
C -1.183 1.344 0.521
C 5.293 -4.030 1.710
C 0.909 -1.914 -2.956
C 1.803 -0.495 3.939
C 7.069 0.372 -3.390
C 2.026 -0.717 5.295
C 5.282 -2.664 -4.875
C 8.536 0.087 -3.799
C 0.028 4.764 -2.120
C -0.664 -3.810 1.823
C 1.041 1.569 0.366
C 0.753 0.261 0.425
C 5.370 -2.745 2.551
C 2.763 -6.782 1.548
C -0.621 -5.110 1.420
C -1.136 4.969 -1.410
C 2.854 -3.798 1.432
C 1.123 -0.015 6.095
C -3.702 2.519 -2.781
C -4.582 4.036 0.877
C -0.762 -5.074 3.676
C 4.825 0.160 -1.422
C -0.645 0.084 0.440
C 2.775 -3.765 -0.117
C -7.469 3.528 0.604
C -3.049 2.966 -3.924
C -7.979 3.059 2.022
C -0.705 -3.774 3.235
C 3.982 -5.972 1.232
H -4.584 4.623 -0.042
H 5.687 -3.128 -5.775
H -0.592 -5.567 0.444
H 5.176 -1.900 1.890
H 4.246 -2.484 -5.161
H 1.849 -6.315 1.178
H -7.778 2.134 -2.563
H 1.436 -0.575 0.393
H -2.584 2.649 2.916
H 6.755 1.165 -4.078
H -0.996 -6.823 2.644
H 5.587 -0.609 -5.450
H 2.035 -3.047 -0.476
H -1.466 5.496 0.737
H 2.564 -4.765 -0.494
H -8.903 2.020 -1.216
H 2.390 -0.871 3.116
H -2.153 4.723 -1.679
H 2.778 -1.390 5.683
H -2.637 -0.029 3.023
H -7.211 2.937 2.784
H 4.317 0.108 -3.360
H 1.501 0.579 -4.818
H 4.403 -1.500 -2.591
H -0.467 1.184 5.457
H 1.078 0.026 7.171
H 2.844 -2.778 1.815
H -5.733 1.381 5.382
H 1.154 -2.850 -2.479
H -4.793 -0.745 4.576
H 0.195 0.621 2.994
H -2.173 1.686 0.258
H -5.482 3.222 -1.891
H 0.184 4.624 -3.178
H 1.984 2.091 0.311
H 6.086 -4.682 2.079
H -5.235 4.601 1.548
H -7.204 4.585 0.645
H 4.800 -6.532 1.692
H 8.708 -0.322 -4.794
H -7.194 0.736 0.223
H -3.366 4.553 -5.366
H 2.664 -1.482 -4.274
H -4.479 2.033 0.181
H -8.623 2.196 1.851
H 9.138 0.910 -3.419
H -0.745 -5.445 4.688
H -3.531 1.757 -2.037
H -6.168 0.927 -1.212
H -5.545 2.298 1.645
H -2.092 2.639 -4.303
H 3.841 -0.029 -0.993
H 5.594 -0.159 -0.715
H 4.628 -2.726 3.349
H 4.246 -5.922 0.173
H 1.903 -4.167 1.816
H -0.744 -2.870 3.824
H 1.240 5.537 0.810
H 2.024 5.117 -1.627
H -0.313 3.288 0.398
H -8.726 3.776 2.368
H 2.874 -7.772 1.102
H 6.335 -2.696 3.054
H -3.667 4.118 1.462
H -0.630 0.940 -3.507
H 5.530 -3.844 0.660
H -8.316 3.644 -0.074
H 7.163 0.778 -2.383
H 4.915 1.247 -1.468
H -5.668 4.908 -3.800
H -1.229 -0.820 0.364
H 8.879 -0.790 -3.240
H -4.717 3.439 4.234
H 7.025 -1.438 -5.163
H -0.559 -2.959 1.167
H 3.668 -3.400 -0.628
H -1.007 -1.248 -1.997
H 5.390 -3.328 -4.019
H -8.445 0.600 -2.018
H 2.618 -6.927 2.618
*
```

Gap between HOMO and LUMO, eV: 8.12
SMILES: c1cc[nH]c1.c1cc[nH]c1.c1cc[nH]c1.c1cc[nH]c1.c1cc[nH]c1.c1cc[nH]c1.c1cc[nH]c1.CCN(CC)CC.CCN(CC)CC.CCN(CC)CC
LUMO energy, Ha: 0.0193
Energy relative to the best compared isomer or geometry (same formula, charge and spin), kcal/mol: 35.34

Mulliken population analysis, charges in e, atoms 1 to 8: number 1, N, carries 0.010; number 2, N, carries 0.266; number 3, N, carries 0.054; number 4, N, carries 0.091; number 5, N, carries 0.154; number 6, N, carries 0.061; number 7, N, carries 0.033; number 8, N, carries 0.063

2.
This record from the OMol25 dataset describes a structure of composition C33H32GeN3OPd. The level of theory is ωB97M-V with the def2-TZVPD basis set.

ORCA input file:
```
! wB97M-V def2-TZVPD RIJCOSX def2/J DEFGRID3
* xyz 2 2
Pd 0.131 -1.661 -0.358
Ge 1.754 -0.252 -1.675
O -1.561 -2.837 -0.982
N 1.731 -1.740 1.079
N -0.457 -0.125 1.025
N -3.029 -4.158 -2.011
C 2.120 -1.206 3.397
C -0.176 1.783 -2.396
C -1.890 1.487 2.028
C 1.917 -3.044 -2.344
C -1.484 1.740 -4.411
C 1.370 -1.103 2.220
C 2.840 -2.457 1.060
C 5.932 -2.980 -3.615
C 2.653 0.864 -0.372
C -0.151 0.466 3.339
C 1.694 -0.500 4.571
C 4.671 -0.592 -2.933
C 0.214 -0.251 2.194
C 4.588 -3.014 -3.176
C 3.862 -4.229 -3.098
C 6.609 -1.798 -3.702
C -1.245 1.345 3.231
C -1.106 2.377 -3.233
C -1.463 0.725 0.936
C -2.501 -2.960 -1.813
C 3.286 -1.993 3.359
C 0.377 0.544 -2.733
C -0.935 0.511 -4.756
C 2.555 -4.248 -2.704
C 2.593 -1.846 -2.370
C 0.607 0.299 4.545
C -3.036 -1.753 -2.517
C 5.968 -0.588 -3.362
C 3.652 -2.607 2.188
C 3.945 -1.800 -2.817
C -4.160 -4.393 -2.913
C -0.006 -0.089 -3.920
C -2.482 -5.279 -1.243
H 0.859 -3.101 -2.074
H -2.200 2.214 -5.070
H -1.407 -5.354 -1.399
H 2.274 -0.613 5.478
H 1.899 1.340 0.255
H -2.211 -1.240 -3.010
H -1.220 0.031 -5.683
H -2.665 -5.140 -0.178
H 2.002 -5.177 -2.675
H 4.548 -3.206 2.120
H -1.524 3.342 -2.981
H 6.413 -3.911 -3.889
H -2.956 -6.197 -1.572
H -5.063 -3.900 -2.556
H 0.298 0.841 5.429
H 0.127 2.289 -1.486
H -2.720 2.168 1.912
H 3.327 0.268 0.237
H -3.435 -1.075 -1.761
H 3.092 -2.937 0.122
H -3.814 -1.964 -3.241
H 4.194 0.359 -2.711
H 3.889 -2.098 4.252
H 6.505 0.346 -3.456
H 7.635 -1.781 -4.041
H 3.235 1.648 -0.858
H -1.951 0.798 -0.028
H -3.935 -4.056 -3.923
H -1.560 1.913 4.097
H 4.360 -5.149 -3.377
H -4.352 -5.460 -2.953
H 0.448 -1.032 -4.204
*
```

Gap between HOMO and LUMO (alpha / beta), eV: 6.85 / 6.97
<S²>: 0.757
LUMO energy (alpha / beta), Ha: -0.2364 / -0.2323
Energy relative to the best compared isomer or geometry (same formula, charge and spin), kcal/mol: 0.00

Mulliken population analysis, charges in e, atoms 1 to 8: number 1, Pd, carries 0.820; number 2, Ge, carries -0.057; number 3, O, carries -1.000; number 4, N, carries 0.164; number 5, N, carries 0.194; number 6, N, carries 0.103; number 7, C, carries 0.948; number 8, C, carries -0.364

3.
This record from the OMol25 dataset describes a structure of composition C17H51ClCsO9 at a distorted geometry. The level of theory is ωB97M-V with the def2-TZVPD basis set.

ORCA input file:
```
! wB97M-V def2-TZVPD RIJCOSX def2/J DEFGRID3
* xyz -1 1
Cs -0.561 0.831 -0.601
Cl -4.297 2.384 -1.653
O -1.000 -0.339 4.228
O 0.427 3.855 -0.872
O 1.515 0.343 1.587
O -3.264 1.648 1.221
O 0.845 -2.225 2.647
O -1.289 -1.688 0.944
O 1.624 -3.516 0.178
O 1.579 -1.209 -1.655
O -2.635 0.045 -3.271
C -3.080 -0.812 -4.324
C -3.119 -2.785 -0.095
C 3.029 -3.792 0.239
C -2.014 3.651 1.472
C -0.779 1.730 5.371
C 1.796 -1.207 -3.072
C -1.941 -1.601 -4.971
C 2.884 0.568 1.905
C -0.258 4.042 -3.121
C -0.368 0.878 4.175
C 0.385 4.795 -1.947
C -3.130 2.784 2.016
C 3.191 2.070 1.745
C 3.535 -4.296 -1.154
C -1.644 -2.907 0.318
C 1.854 0.199 -3.686
C 1.575 -2.736 3.697
H 2.807 0.684 -3.474
H -3.853 -1.495 -3.972
H 0.398 3.258 -3.500
H -2.930 2.375 3.006
H 4.155 2.392 2.141
H 1.328 5.229 -2.279
H 3.612 -2.961 0.637
H 3.186 2.253 0.670
H 1.343 -0.534 1.938
H 3.697 -3.524 -1.907
H 0.971 -1.743 -3.541
H -0.978 -3.211 -0.490
H 1.731 -2.100 -1.334
H 1.341 -3.263 1.060
H -2.212 3.816 0.413
H 0.719 0.803 4.155
H -3.628 1.871 0.362
H 2.412 2.721 2.142
H 2.450 -3.289 3.356
H 2.675 -1.811 -3.295
H -3.251 -2.202 -1.007
H -1.638 -3.656 1.110
H 1.714 0.136 -4.765
H -3.571 -0.139 -5.027
H -1.565 -2.343 -4.267
H -0.516 -1.960 1.443
H -4.098 3.286 1.993
H -0.337 1.249 6.243
H -0.521 -0.966 3.681
H 0.698 4.368 -0.107
H -1.047 3.186 1.665
H -2.237 -2.010 -5.937
H -0.315 5.593 -1.698
H -3.349 0.603 -2.954
H -3.584 -3.733 -0.364
H -1.977 4.600 2.006
H 2.860 -5.075 -1.509
H -1.835 1.897 5.584
H 0.980 -3.499 4.198
H -0.712 1.227 3.201
H -0.392 2.738 5.223
H -0.395 4.717 -3.966
H 1.007 0.798 -3.352
H 4.503 -4.793 -1.087
H -1.216 3.612 -2.829
H 1.939 -2.037 4.451
H -3.790 -2.422 0.684
H 3.056 -4.648 0.913
H 3.546 -0.041 1.291
H 3.069 0.256 2.933
H -1.108 -0.923 -5.156
*
```

Gap between HOMO and LUMO, eV: 7.12
LUMO energy, Ha: 0.0667

Mulliken population analysis, charges in e, atoms 1 to 8: number 1, Cs, carries 0.397; number 2, Cl, carries -0.822; number 3, O, carries -0.645; number 4, O, carries -0.255; number 5, O, carries 0.047; number 6, O, carries -0.275; number 7, O, carries -0.777; number 8, O, carries -0.112

4.
This record from the OMol25 dataset describes a structure of composition C44H48AsClF6N4O5P2Se2Ta at a distorted geometry. The level of theory is ωB97M-V with the def2-TZVPD basis set.

ORCA input file:
```
! wB97M-V def2-TZVPD RIJCOSX def2/J DEFGRID3
* xyz 2 2
Ta -0.552 -1.302 -0.622
Se -1.451 -1.075 1.826
Se -0.812 -4.074 0.521
As -2.691 0.506 -1.059
Cl 4.788 0.291 -5.072
P -2.246 -3.117 1.776
P 0.789 0.295 -3.464
F 1.397 -0.482 -2.097
F 0.080 0.955 -4.699
F 2.144 1.140 -3.591
F -0.547 -0.657 -3.104
F 0.204 1.406 -2.477
F 1.387 -0.891 -4.339
O -2.644 -3.347 -3.459
O 4.050 0.916 1.715
O -1.953 -2.257 -1.606
O 1.243 -1.763 0.150
O 3.380 -2.318 -0.223
N 1.918 2.113 0.489
N 0.761 2.811 0.596
N 0.372 -2.917 -1.819
N 0.349 0.650 0.197
C -3.943 3.938 -1.245
C -2.188 -2.989 4.558
C 1.665 -3.161 -1.667
C -3.756 2.937 -2.195
C -1.782 -3.033 -2.703
C -4.216 -3.835 -0.056
C 2.212 -2.399 -0.496
C 4.717 2.277 4.153
C 2.345 -3.937 -2.583
C -2.352 -3.546 5.819
C 5.851 1.371 -0.904
C -5.897 3.501 -3.162
C 2.372 2.693 3.486
C -3.689 1.093 0.481
C 5.118 0.721 -3.504
C -6.481 -3.039 0.059
C -2.384 -3.775 3.429
C -2.704 -4.880 5.946
C 4.092 4.451 3.108
C -4.882 -2.320 1.703
C 3.831 2.941 3.089
C -2.512 2.100 -2.192
C -6.168 -2.296 1.194
C -2.897 -5.667 4.816
C 5.189 0.139 -1.175
C 1.671 0.840 0.251
C -5.097 4.707 -1.246
C -2.741 -5.119 3.556
C 4.822 -0.183 -2.445
C 0.261 -4.208 -3.781
C -4.090 -0.453 -1.968
C -0.152 1.901 0.428
C -0.336 -3.431 -2.809
C 5.729 1.984 -3.245
C 4.161 2.338 1.689
C -6.079 4.485 -2.203
C 3.211 2.781 0.557
C -4.739 2.734 -3.159
C 6.361 1.679 0.456
C -3.898 -3.084 1.070
C 1.624 -4.460 -3.656
C -5.510 -3.809 -0.561
C 6.080 2.292 -1.969
C 5.581 2.759 1.238
H 1.684 3.337 2.942
H 5.138 4.708 2.940
H -4.649 -1.751 2.596
H 2.433 0.096 0.140
H 4.568 2.784 5.106
H 5.925 2.648 -4.075
H 6.201 2.993 2.102
H 3.822 4.846 4.087
H 4.331 -1.118 -2.675
H 2.249 2.916 4.546
H 4.442 1.233 4.327
H 3.693 2.616 -0.409
H -2.896 -5.736 2.678
H 5.785 2.325 3.936
H -3.733 -0.837 -2.920
H -4.909 0.251 -2.117
H -2.830 -5.313 6.928
H 7.382 2.057 0.342
H -2.301 1.694 -3.183
H -0.329 -4.601 -4.597
H -1.634 2.663 -1.887
H -1.901 -1.948 4.470
H -6.976 5.088 -2.207
H 3.401 -4.131 -2.455
H -2.201 -2.938 6.700
H 6.578 3.227 -1.750
H -7.488 -3.021 -0.333
H 5.526 3.685 0.660
H 4.492 0.573 2.501
H -6.650 3.336 -3.921
H -1.200 2.134 0.470
H -4.125 0.203 0.928
H -3.170 -6.708 4.920
H -4.596 1.979 -3.924
H 3.484 4.988 2.378
H 2.992 3.844 0.625
H -5.226 5.485 -0.506
H -4.474 1.758 0.122
H 4.993 -0.545 -0.361
H -5.754 -4.391 -1.439
H -4.409 -1.284 -1.343
H -6.930 -1.707 1.685
H -3.456 -4.435 -0.538
H -3.176 4.130 -0.503
H 2.125 -5.068 -4.396
H 2.081 1.652 3.331
H 6.408 0.765 1.045
H -3.086 1.601 1.230
*
```

Gap between HOMO and LUMO (alpha / beta), eV: 6.89 / 3.72
<S²>: 0.766
LUMO energy (alpha / beta), Ha: -0.2114 / -0.3278
Energy relative to the best compared isomer or geometry (same formula, charge and spin), kcal/mol: 32.16

Mulliken population analysis, charges in e, atoms 1 to 8: number 1, Ta, carries -0.191; number 2, Se, carries -0.123; number 3, Se, carries 0.032; number 4, As, carries 1.167; number 5, Cl, carries -0.050; number 6, P, carries 0.371; number 7, P, carries 1.584; number 8, F, carries -0.398

5.
This record from the OMol25 dataset describes a structure of composition C16H32MoN4O at a distorted geometry. The level of theory is ωB97M-V with the def2-TZVPD basis set.

ORCA input file:
```
! wB97M-V def2-TZVPD RIJCOSX def2/J DEFGRID3
* xyz 2 1
Mo 0.696 -0.194 0.392
O 1.050 -0.766 1.899
N 2.252 -1.445 -0.387
N 0.571 0.165 -1.952
N 2.416 1.239 0.571
N -0.518 -2.051 0.083
C 1.859 -2.838 -0.014
C -2.344 0.603 0.651
C 1.954 -0.048 -2.435
C -3.408 -0.476 0.596
C 0.414 -3.126 -0.396
C 2.438 -1.364 -1.870
C -3.780 -0.918 -0.817
C 3.692 0.511 0.265
C -1.123 2.469 -0.322
C -0.884 2.009 2.001
C -0.591 2.835 0.908
C -1.982 1.371 -0.452
C -4.664 0.016 1.330
C -1.733 0.918 1.876
C 3.496 -1.015 0.324
C 0.248 4.073 1.067
H 4.454 0.781 0.995
H -5.425 -0.763 1.341
H -0.479 2.251 2.978
H -0.924 3.088 -1.192
H 1.321 3.857 1.068
H -1.976 0.335 2.757
H 4.367 -1.517 -0.103
H 2.557 0.785 -2.081
H -4.448 0.293 2.361
H 0.292 -3.209 -1.476
H -2.921 -1.219 -1.429
H 2.525 -3.559 -0.494
H 0.030 4.569 2.011
H -0.067 -0.461 -2.440
H -2.421 1.168 -1.421
H 2.031 -0.054 -3.523
H 4.059 0.840 -0.706
H 3.400 -1.328 1.362
H -5.077 0.890 0.823
H -4.468 -1.761 -0.776
H 1.863 -2.170 -2.324
H -1.338 -1.991 -0.483
H -4.287 -0.116 -1.357
H 0.057 4.782 0.263
H -0.819 -2.281 1.024
H -3.032 -1.343 1.154
H 0.134 -4.092 0.024
H 2.390 2.084 0.026
H 1.980 -2.930 1.064
H 2.426 1.549 1.545
H 0.254 1.104 -2.187
H 3.484 -1.548 -2.121
*
```

Gap between HOMO and LUMO (alpha / beta), eV: 7.87 / 7.87
LUMO energy (alpha / beta), Ha: -0.2369 / -0.2369
Energy relative to the best compared isomer or geometry (same formula, charge and spin), kcal/mol: 12.42

Mulliken population analysis, charges in e, atoms 1 to 8: number 1, Mo, carries 0.754; number 2, O, carries -0.478; number 3, N, carries 0.290; number 4, N, carries -0.408; number 5, N, carries -0.358; number 6, N, carries -0.207; number 7, C, carries -0.635; number 8, C, carries 0.543

6.
This record from the OMol25 dataset describes a structure of composition C6H12N2OPPd at a distorted geometry. The level of theory is ωB97M-V with the def2-TZVPD basis set.

ORCA input file:
```
! wB97M-V def2-TZVPD RIJCOSX def2/J DEFGRID3
* xyz 1 5
Pd 0.426 0.916 0.317
P -0.463 2.913 0.333
O 0.421 -0.565 1.915
N -0.994 -0.036 3.654
N 1.268 -0.081 3.973
C -0.936 -0.999 -2.160
C 0.232 -0.242 3.109
C 1.094 -0.894 -0.974
C 0.618 -2.259 -1.033
C -0.581 -2.307 -1.774
C 0.062 -0.047 -1.630
H -1.085 0.112 4.647
H -1.537 3.077 1.254
H 2.127 -0.562 -0.775
H 2.203 -0.240 3.629
H 1.096 0.053 4.958
H 1.175 -3.101 -0.646
H -1.803 -0.694 -2.743
H -1.019 3.368 -0.900
H -1.816 -0.123 3.071
H 0.418 3.961 0.712
H 0.226 0.966 -2.032
H -1.131 -3.211 -2.013
*
```

Gap between HOMO and LUMO (alpha / beta), eV: 4.95 / 7.23
<S²>: 6.013
LUMO energy (alpha / beta), Ha: -0.0898 / -0.2133
Energy relative to the best compared isomer or geometry (same formula, charge and spin), kcal/mol: 0.00

Mulliken population analysis, charges in e, atoms 1 to 8: number 1, Pd, carries 0.229; number 2, P, carries -0.162; number 3, O, carries -0.754; number 4, N, carries -0.364; number 5, N, carries -0.378; number 6, C, carries -0.676; number 7, C, carries 0.802; number 8, C, carries -0.365

Q: Which formula does entry 3 have?
A: C17H51ClCsO9